No. 1
Formula: C3H11N2O
Source: OMol25
Level of theory: ωB97M-V/def2-TZVPD

Strongest force on any atom, eV/A: 2.29
Electronic energy, hartree: -305.6109
Total charge: -1
HOMO-LUMO gap, eV: 7.2
Lowest unoccupied orbital energy, Ha: 0.156

Last column: Löwdin charge in e.
Element x y z (Å)
C  0.743  -0.048  -1.132  -0.35
C  -0.172  -1.135  -0.545  -0.30
N  0.528  -2.406  -0.278  -0.04
N  0.021  1.195  -1.340  -0.07
H  1.544  0.169  -0.379  0.09
H  1.227  -0.382  -2.079  0.09
H  -0.717  -0.743  0.352  0.08
H  -0.980  -1.323  -1.301  0.11
H  -0.140  -3.167  -0.315  0.04
H  1.063  -2.455  0.588  0.05
H  -0.699  1.335  -0.499  -0.02
H  0.632  1.909  -1.621  0.00
C  -0.627  1.407  1.701  -0.40
O  -1.512  1.336  0.643  -0.39
H  -0.129  0.480  2.139  0.04
H  0.322  1.988  1.482  0.05
H  -1.104  1.839  2.585  0.03

---

No. 2
Formula: C49H53Cl3GeN8O13ReS2
Source: OMol25
Level of theory: ωB97M-V/def2-TZVPD

⟨S²⟩: 0.757
Strongest force on any atom, eV/A: 2.32
Electronic energy, hartree: -7646.5061
Total charge: +2
HOMO-LUMO gap (alpha / beta), eV: 5.1 / 5.5
Lowest unoccupied orbital energy (alpha / beta), Ha: -0.279 / -0.264
Spin multiplicity: 2

Last column: Löwdin charge in e.
Element x y z (Å)
Re  0.177  1.044  0.598  1.56
C  1.545  6.450  -1.081  -0.05
C  2.523  5.479  -0.422  -0.22
N  2.744  4.287  -1.245  -0.09
C  3.868  4.312  -2.194  -0.18
C  5.033  3.438  -1.740  -0.05
C  1.968  3.218  -1.178  -0.59
S  0.591  3.311  -0.071  0.83
N  2.185  2.227  -2.028  0.15
C  1.909  0.955  -1.894  -0.40
O  1.482  0.409  -0.804  -0.21
C  2.146  0.071  -3.040  -0.15
C  1.644  -1.234  -2.995  -0.03
C  1.807  -2.077  -4.078  -0.05
C  2.487  -1.630  -5.204  -0.04
C  2.999  -0.338  -5.248  -0.05
C  2.822  0.517  -4.177  0.00
H  1.427  7.331  -0.451  0.09
H  0.569  5.978  -1.205  0.05
H  1.908  6.771  -2.058  0.09
H  2.136  5.171  0.549  0.08
H  3.491  5.955  -0.270  0.13
H  4.195  5.346  -2.280  0.13
H  3.505  3.976  -3.165  0.12
H  5.380  3.742  -0.751  0.08
H  5.858  3.545  -2.443  0.09
H  4.743  2.391  -1.707  0.06
H  1.115  -1.557  -2.106  0.10
H  1.401  -3.079  -4.050  0.11
H  2.618  -2.288  -6.052  0.12
H  3.535  0.004  -6.123  0.12
H  3.205  1.527  -4.203  0.11
O  -1.200  1.421  2.101  -0.15
C  -1.029  1.860  3.260  -0.12
C  0.182  2.343  3.813  -0.12
C  0.127  3.015  5.048  0.06
C  1.256  3.565  5.579  -0.12
C  2.493  3.452  4.926  0.05
C  2.578  2.770  3.742  0.04
C  1.437  2.187  3.146  -0.31
O  1.581  1.515  2.039  -0.24
N  1.170  4.317  6.840  -0.35
O  2.181  4.869  7.216  0.11
O  0.093  4.332  7.398  0.11
H  -1.916  1.917  3.898  0.16
H  -0.813  3.128  5.575  0.14
H  3.363  3.904  5.381  0.14
H  3.521  2.659  3.224  0.13
O  -2.024  -5.968  3.929  0.11
N  -2.466  -5.673  2.840  -0.35
O  -3.344  -6.246  2.234  0.12
C  -1.877  -4.495  2.185  -0.10
C  -0.956  -3.749  2.840  0.10
C  -0.362  -2.645  2.196  -0.07
C  -0.793  -2.192  0.876  -0.22
O  -0.393  -1.172  0.263  -0.10
C  -1.730  -3.102  0.246  -0.04
C  -2.235  -4.203  0.858  0.12
N  -2.109  -2.848  -1.145  -0.33
O  -2.139  -3.809  -1.884  0.13
O  -2.381  -1.705  -1.455  0.10
N  0.785  -2.164  2.798  -0.26
O  1.500  -1.247  2.217  -0.17
O  1.230  -2.658  3.804  0.12
H  -0.633  -4.031  3.833  0.15
H  -2.924  -4.859  0.342  0.15
Cl  -0.316  5.678  -6.210  0.72
C  -1.416  5.168  -4.988  -0.66
C  -0.934  4.784  -3.743  -0.09
C  -1.828  4.417  -2.755  -0.04
C  -3.199  4.413  -2.985  -0.21
C  -4.153  4.062  -1.858  -0.29
C  -4.483  2.559  -1.846  -0.02
N  -3.272  1.769  -1.684  -0.01
C  -2.513  1.227  -2.697  0.00
C  -1.354  0.805  -2.137  -0.09
N  -1.394  1.097  -0.790  -0.13
C  -2.569  1.678  -0.554  -0.11
O  -3.603  4.378  -0.595  -0.12
C  -3.550  5.777  -0.363  -0.15
C  -2.634  6.080  0.780  -0.30
C  -2.386  7.357  1.205  -0.97
Cl  -3.063  8.775  0.551  0.71
S  -1.276  7.412  2.522  1.03
C  -1.135  5.707  2.509  -0.42
C  -1.906  5.133  1.543  -0.17
C  -3.657  4.763  -4.254  -0.58
Cl  -5.349  4.724  -4.611  0.76
C  -2.776  5.151  -5.252  -0.11
H  0.132  4.786  -3.557  0.10
H  -1.465  4.148  -1.772  0.08
H  -5.097  4.596  -2.003  0.13
H  -4.961  2.290  -2.785  0.14
H  -5.162  2.357  -1.019  0.15
H  -2.868  1.160  -3.710  0.15
H  -0.523  0.307  -2.602  0.11
H  -2.925  2.014  0.403  0.14
H  -4.555  6.163  -0.149  0.15
H  -3.187  6.296  -1.258  0.13
H  -0.490  5.220  3.222  0.05
H  -1.964  4.069  1.367  0.07
H  -3.150  5.447  -6.222  0.12
C  2.624  -6.452  3.419  -0.09
C  3.101  -5.087  2.935  -0.28
C  2.496  -4.717  1.581  -0.27
C  3.128  -3.486  0.928  -0.27
Ge  3.454  -1.828  1.981  1.10
C  4.356  -1.632  3.730  -0.29
C  5.812  -1.226  3.518  -0.30
C  6.604  -2.280  2.747  -0.29
C  8.052  -1.861  2.519  -0.10
H  3.072  -6.706  4.378  0.08
H  2.893  -7.230  2.703  0.08
H  1.539  -6.459  3.539  0.07
H  4.193  -5.085  2.851  0.11
H  2.820  -4.331  3.670  0.07
H  1.416  -4.589  1.684  0.09
H  2.638  -5.561  0.900  0.12
H  2.539  -3.145  0.072  0.06
H  4.118  -3.751  0.543  0.08
H  3.784  -0.702  1.009  0.01
H  4.303  -2.582  4.261  0.07
H  3.814  -0.884  4.312  0.07
H  6.276  -1.067  4.494  0.12
H  5.870  -0.282  2.966  0.10
H  6.120  -2.443  1.770  0.09
H  6.577  -3.230  3.286  0.12
H  8.099  -0.940  1.934  0.08
H  8.598  -2.631  1.977  0.08
H  8.556  -1.687  3.470  0.08

---

No. 3
Formula: C29H48N5ReSbSi3
Source: OMol25
Level of theory: ωB97M-V/def2-TZVPD

⟨S²⟩: 0.883
Strongest force on any atom, eV/A: 2.28
Electronic energy, hartree: -2593.3295
Total charge: +4
HOMO-LUMO gap (alpha / beta), eV: 5.1 / 6.2
Lowest unoccupied orbital energy (alpha / beta), Ha: -0.442 / -0.417
Spin multiplicity: 2

Last column: Löwdin charge in e.
Element x y z (Å)
Re  -0.012  0.877  0.047  1.08
C  -0.250  0.684  4.413  -0.01
C  -0.594  0.725  3.067  -0.13
N  0.297  0.879  2.086  -0.12
C  1.624  0.998  2.415  -0.16
C  2.049  0.978  3.762  -0.13
C  1.072  0.821  4.765  0.06
C  3.424  1.110  4.054  0.03
C  4.311  1.273  3.029  -0.01
C  3.887  1.292  1.690  0.04
C  2.556  1.144  1.342  -0.19
N  1.964  1.091  0.067  -0.06
C  2.570  1.147  -1.201  -0.18
C  3.904  1.321  -1.526  0.04
C  4.346  1.315  -2.858  -0.01
C  3.479  1.147  -3.898  0.02
C  2.104  0.976  -3.628  -0.13
C  1.146  0.809  -4.648  0.06
C  -0.169  0.583  -4.315  -0.01
C  -0.531  0.586  -2.972  -0.15
N  0.331  0.801  -1.980  -0.13
C  1.658  0.970  -2.287  -0.16
H  -1.020  0.549  5.158  0.13
H  -1.627  0.633  2.753  0.08
H  1.379  0.806  5.804  0.15
H  3.759  1.080  5.083  0.14
H  5.365  1.390  3.238  0.13
H  4.657  1.417  0.952  0.10
H  4.655  1.460  -0.772  0.10
H  5.403  1.438  -3.050  0.14
H  3.828  1.149  -4.922  0.14
H  1.460  0.852  -5.684  0.15
H  -0.924  0.417  -5.070  0.13
H  -1.558  0.416  -2.669  0.09
N  -0.227  -5.335  -1.425  0.22
C  -0.975  -4.179  -0.828  -0.13
C  -0.188  -2.854  -0.880  -0.23
N  -0.918  -1.746  -0.243  0.00
H  -0.792  -6.190  -1.372  0.19
H  0.650  -5.525  -0.930  0.19
H  -0.004  -5.184  -2.413  0.19
H  -1.203  -4.433  0.207  0.14
H  -1.914  -4.075  -1.373  0.14
H  0.011  -2.579  -1.918  0.12
H  0.768  -2.972  -0.367  0.13
H  -1.106  -1.977  0.730  0.09
H  -1.820  -1.622  -0.697  0.09
C  -0.795  4.250  3.313  -0.19
Si  -0.745  4.860  1.543  0.57
C  -1.881  6.285  1.136  -0.19
C  0.913  4.790  0.667  -0.20
Sb  -1.889  2.608  -0.021  0.73
Si  -2.355  4.190  -2.566  0.58
C  -3.394  2.970  -3.537  -0.20
C  -0.526  4.320  -2.969  -0.21
C  -3.304  5.741  -2.150  -0.18
Si  -4.622  1.819  1.006  0.59
C  -5.083  0.742  -0.454  -0.20
C  -4.470  0.969  2.663  -0.19
C  -5.204  3.588  1.010  -0.20
H  -0.745  5.109  3.987  0.06
H  0.056  3.607  3.543  0.02
H  -1.713  3.710  3.546  0.03
H  -1.717  7.076  1.874  0.06
H  -2.936  6.018  1.174  0.03
H  -1.663  6.711  0.158  0.02
H  1.679  5.255  1.294  0.05
H  0.884  5.346  -0.270  0.03
H  1.217  3.766  0.456  -0.02
H  -3.058  1.938  -3.468  0.00
H  -3.362  3.256  -4.593  0.06
H  -4.441  3.017  -3.234  0.04
H  0.069  3.575  -2.442  -0.01
H  -0.142  5.310  -2.718  0.04
H  -0.375  4.182  -4.042  0.05
H  -4.143  5.565  -1.478  0.03
H  -3.723  6.124  -3.086  0.06
H  -2.684  6.531  -1.732  0.03
H  -4.362  -0.056  -0.625  0.01
H  -5.172  1.330  -1.368  0.03
H  -6.055  0.277  -0.269  0.06
H  -4.045  -0.033  2.596  0.03
H  -5.477  0.861  3.081  0.06
H  -3.894  1.555  3.380  0.03
H  -4.996  4.087  0.064  0.01
H  -4.749  4.160  1.818  0.04
H  -6.288  3.611  1.165  0.07

---

No. 4
Formula: C6H10N2O
Source: OMol25
Level of theory: ωB97M-V/def2-TZVPD

Strongest force on any atom, eV/A: 3.61
Electronic energy, hartree: -419.2332
HOMO-LUMO gap, eV: 7.8
Lowest unoccupied orbital energy, Ha: 0.004

Last column: Löwdin charge in e.
Element x y z (Å)
C  0.054  -2.087  0.226  -0.06
C  0.928  -0.867  0.515  -0.24
N  1.823  -0.489  -0.409  0.04
C  2.335  0.739  -0.286  -0.18
C  1.668  1.834  0.245  -0.14
N  0.353  1.807  0.420  0.05
C  -0.311  0.853  0.964  -0.26
O  -1.565  0.527  0.489  -0.16
C  -2.044  1.008  -0.797  -0.05
H  0.159  -2.492  -0.901  0.13
H  -0.934  -1.840  0.494  0.04
H  0.416  -2.895  0.762  0.03
H  1.384  -0.752  1.490  0.12
H  3.316  0.794  -0.734  0.10
H  2.051  2.892  0.138  0.12
H  -0.224  0.429  1.971  0.16
H  -1.843  0.277  -1.634  0.09
H  -1.322  1.944  -0.962  0.12
H  -3.133  1.087  -0.739  0.08

---

No. 5
Formula: C16H23BCl4N2O
Source: OMol25
Level of theory: ωB97M-V/def2-TZVPD

Strongest force on any atom, eV/A: 2.85
Electronic energy, hartree: -2673.9499
HOMO-LUMO gap, eV: 5.9
Lowest unoccupied orbital energy, Ha: -0.080

Last column: Löwdin charge in e.
Element x y z (Å)
Cl  2.818  2.017  -2.460  0.51
B  2.127  0.302  -2.698  -1.86
Cl  2.396  -0.370  -4.427  0.49
Cl  2.882  -0.929  -1.501  0.55
O  0.689  0.447  -2.440  -0.07
C  -0.230  -0.448  -2.455  -0.02
C  -1.531  -0.116  -2.973  -0.15
C  -2.498  -1.134  -3.163  0.00
C  -3.817  -0.817  -3.463  -0.08
C  -4.197  0.532  -3.571  -0.65
Cl  -5.857  0.929  -3.705  0.73
C  -3.239  1.555  -3.488  -0.07
C  -1.915  1.231  -3.208  0.04
H  0.042  -1.445  -2.076  0.14
H  -2.146  -2.161  -3.112  0.13
H  -4.567  -1.591  -3.599  0.11
H  -3.553  2.590  -3.634  0.12
H  -1.172  2.021  -3.185  0.14
C  3.879  0.741  1.511  -0.16
C  4.078  0.132  2.912  -0.15
C  2.661  -0.087  3.468  -0.20
N  1.762  0.068  2.357  -0.20
C  0.420  0.377  2.765  -0.19
C  -0.532  0.361  1.585  -0.31
C  -1.989  0.060  1.976  -0.13
C  -2.440  -1.149  1.124  -0.15
C  -1.143  -1.782  0.595  -0.22
N  -0.152  -0.738  0.672  -0.02
C  2.360  0.904  1.322  -0.20
H  4.352  1.722  1.446  0.11
H  4.266  0.094  0.722  0.07
H  4.642  -0.806  2.906  0.10
H  4.586  0.844  3.571  0.10
H  2.497  -1.063  3.946  0.12
H  2.440  0.689  4.229  0.11
H  0.131  -0.429  3.457  0.13
H  0.346  1.343  3.324  0.14
H  -0.463  1.386  1.163  0.14
H  -2.068  -0.192  3.043  0.11
H  -2.602  0.943  1.788  0.11
H  -3.018  -1.874  1.702  0.10
H  -3.056  -0.785  0.296  0.10
H  -0.929  -2.662  1.243  0.12
H  -1.172  -2.144  -0.436  0.08
H  0.816  -1.069  0.724  0.10
H  2.049  1.966  1.411  0.13
H  2.048  0.537  0.337  0.03

---

No. 6
Formula: H3O
Source: OMol25
Level of theory: ωB97M-V/def2-TZVPD

⟨S²⟩: 0.751
Strongest force on any atom, eV/A: 2.82
Electronic energy, hartree: -76.8901
HOMO-LUMO gap (alpha / beta), eV: 6.3 / 17.0
Lowest unoccupied orbital energy (alpha / beta), Ha: 0.048 / 0.031
Spin multiplicity: 2

Last column: Löwdin charge in e.
Element x y z (Å)
O  0.057  -0.036  -0.065  -0.03
H  -0.543  0.673  -0.415  0.02
H  -0.485  -0.740  0.307  0.01
H  0.576  0.355  0.630  0.00

---

For the records above, the corresponding energy relative to the best compared isomer or geometry (same formula, charge and spin) values read 22.8; 14.7; 43.7; 96.2; 45.4; 4.5 kcal/mol.